[1]
Computed, not measured: a molecular structure, C4H6N2 in a non-equilibrium geometry, with wB97M-V/def2-TZVPD.

XYZ file:
```
12
Properties=species:S:1:pos:R:3:forces:R:3
H -3.244 -0.388 -0.792 -0.22 0.07 0.78
N -1.445 -0.102 -0.359 0.83 -1.65 -1.02
H 3.184 0.524 -1.358 0.58 -0.15 0.01
C 2.272 0.126 -1.014 -1.54 0.40 0.10
N -2.482 0.225 -1.047 1.38 0.50 -0.39
H 2.476 1.933 1.314 -1.73 -0.63 -0.77
H 1.818 1.633 0.946 1.82 0.94 1.12
C -0.123 -0.327 -0.279 -5.17 -0.23 2.18
H -1.203 -0.614 1.679 -0.25 1.87 2.92
H -1.289 -2.057 0.809 -0.07 0.25 -1.14
C 1.118 0.023 -0.643 2.73 0.02 -1.36
C -1.085 -0.976 0.744 1.64 -1.38 -2.42
```
Positions in Å, forces in eV/Å.

Calculated values
Energy above the lowest of the compared OMol25 structures with the same formula, charge and spin = 182.2 kcal per mole
Highest occupied orbital energy (alpha / beta) = -7.860 / -7.847 eV
Net charge = 0

---

[2]
Computed, not measured: C4H6N2 in the gas phase in a non-equilibrium geometry, with wB97M-V/def2-TZVPD.

XYZ file:
```
12
Properties=species:S:1:pos:R:3:forces:R:3
H -1.244 1.540 1.659 -0.98 -2.51 -1.46
N -0.626 -0.919 -0.831 3.13 0.00 -1.12
H 1.403 1.179 0.808 0.13 0.55 0.59
H -1.564 -0.323 1.978 -0.12 1.30 -1.14
C 0.657 -1.104 -1.409 -2.49 2.08 0.51
C -1.521 0.481 1.158 2.46 -0.12 1.35
C -0.474 0.049 0.133 2.58 0.42 1.28
N 1.552 -0.238 -0.822 -3.40 0.70 2.04
H 0.808 -1.501 -2.460 -0.11 0.06 1.89
H 2.512 -0.074 -0.951 1.11 -0.24 -0.68
H -2.347 0.403 0.522 -2.26 0.64 -0.04
C 0.843 0.508 0.214 -0.05 -2.88 -3.22
```
Positions in Å, forces in eV/Å.

Calculated values
Energy above the lowest of the compared OMol25 structures with the same formula, charge and spin = 29.9 kcal per mole
Highest occupied orbital energy = -8.524 eV
SMILES string = Cc1c[nH]cn1
Net charge = 0

---

[3]
Computed, not measured: a molecular structure, C4H6N2 in a non-equilibrium geometry, with wB97M-V/def2-TZVPD.

XYZ file:
```
12
Properties=species:S:1:pos:R:3:forces:R:3
H -1.497 -2.113 0.010 0.10 1.51 -0.78
N 0.309 -1.382 -0.115 9.31 -3.59 -1.43
H -1.153 1.989 -0.244 1.79 -1.18 -0.08
H 2.299 -0.650 -0.584 -1.54 -0.10 1.34
C 0.835 0.988 0.066 -1.64 -0.22 -2.70
H 1.327 1.949 -0.194 0.33 -1.12 0.19
C -0.833 -1.186 -0.075 -8.58 -0.88 2.44
C -0.514 1.035 -0.126 0.78 3.76 2.23
H -2.438 0.332 -0.430 3.58 -1.67 3.34
H 1.634 -0.488 1.207 0.49 -1.24 -0.97
C 1.387 -0.521 0.112 0.92 4.07 1.10
N -1.356 0.047 0.371 -5.55 0.66 -4.68
```
Positions in Å, forces in eV/Å.

Calculated values
Energy above the lowest of the compared OMol25 structures with the same formula, charge and spin = 103.2 kcal per mole
Highest occupied orbital energy = -8.481 eV
Net charge = 0

---

Question: What is the energy above the lowest of the compared OMol25 structures with the same formula, charge and spin in the second record?
Answer: 29.9 kcal per mole

---

What did the second record say?
Computed, not measured: C4H6N2 in the gas phase in a non-equilibrium geometry, with wB97M-V/def2-TZVPD.

XYZ file:
```
12
Properties=species:S:1:pos:R:3:forces:R:3
H -1.244 1.540 1.659 -0.98 -2.51 -1.46
N -0.626 -0.919 -0.831 3.13 0.00 -1.12
H 1.403 1.179 0.808 0.13 0.55 0.59
H -1.564 -0.323 1.978 -0.12 1.30 -1.14
C 0.657 -1.104 -1.409 -2.49 2.08 0.51
C -1.521 0.481 1.158 2.46 -0.12 1.35
C -0.474 0.049 0.133 2.58 0.42 1.28
N 1.552 -0.238 -0.822 -3.40 0.70 2.04
H 0.808 -1.501 -2.460 -0.11 0.06 1.89
H 2.512 -0.074 -0.951 1.11 -0.24 -0.68
H -2.347 0.403 0.522 -2.26 0.64 -0.04
C 0.843 0.508 0.214 -0.05 -2.88 -3.22
```
Positions in Å, forces in eV/Å.

Calculated values
Energy above the lowest of the compared OMol25 structures with the same formula, charge and spin = 29.9 kcal per mole
Highest occupied orbital energy = -8.524 eV
SMILES string = Cc1c[nH]cn1
Net charge = 0

---

Please write out number 3 again, unchanged.
Computed, not measured: a molecular structure, C4H6N2 in a non-equilibrium geometry, with wB97M-V/def2-TZVPD.

XYZ file:
```
12
Properties=species:S:1:pos:R:3:forces:R:3
H -1.497 -2.113 0.010 0.10 1.51 -0.78
N 0.309 -1.382 -0.115 9.31 -3.59 -1.43
H -1.153 1.989 -0.244 1.79 -1.18 -0.08
H 2.299 -0.650 -0.584 -1.54 -0.10 1.34
C 0.835 0.988 0.066 -1.64 -0.22 -2.70
H 1.327 1.949 -0.194 0.33 -1.12 0.19
C -0.833 -1.186 -0.075 -8.58 -0.88 2.44
C -0.514 1.035 -0.126 0.78 3.76 2.23
H -2.438 0.332 -0.430 3.58 -1.67 3.34
H 1.634 -0.488 1.207 0.49 -1.24 -0.97
C 1.387 -0.521 0.112 0.92 4.07 1.10
N -1.356 0.047 0.371 -5.55 0.66 -4.68
```
Positions in Å, forces in eV/Å.

Calculated values
Energy above the lowest of the compared OMol25 structures with the same formula, charge and spin = 103.2 kcal per mole
Highest occupied orbital energy = -8.481 eV
Net charge = 0

---

Question: energy above the lowest of the compared OMol25 structures with the same formula, charge and spin of number 3 (C4H6N2)?
Answer: 103.2 kcal per mole